# 1
Formula: C39H39N3P2RuSiTe
Source: the OMol25 dataset
Level of theory: the ωB97M-V functional and the def2-TZVPD basis

Geometry as XYZ:
```
86
Properties=species:S:1:pos:R:3:mulliken_spin:R:1
P -0.629 -2.140 0.981 0.118
C 3.202 -2.057 0.027 0.009
C -1.053 2.120 3.964 0.013
C -3.176 -7.072 0.669 -0.001
C -1.441 3.749 -0.973 0.016
H -0.643 2.064 1.858 -0.009
H 1.149 -1.929 6.371 0.000
C -3.880 0.607 0.009 0.016
H 3.115 -2.618 -0.907 0.004
H -1.691 1.973 6.003 0.000
C 0.886 3.701 -3.037 0.002
C -0.061 -2.133 2.700 -0.055
H 1.421 -0.615 2.317 -0.010
C -4.784 1.368 0.746 -0.002
H -3.440 -0.271 -1.913 0.009
C -0.148 -3.810 -1.135 0.008
C 3.188 -0.595 -0.270 0.060
H -1.448 -3.611 3.423 -0.024
C -4.170 0.265 -1.316 0.017
H 2.365 -2.339 0.663 0.006
Si -0.250 2.742 -1.950 -0.017
H 3.002 3.162 -1.196 0.009
C 1.387 -1.170 4.381 0.023
H 4.134 -2.350 0.508 -0.001
H -3.179 -6.188 3.792 0.000
H -2.203 1.518 -2.866 0.002
C -0.075 -4.894 1.022 -0.007
H 1.204 4.644 -2.584 0.001
H -3.092 -7.994 0.104 0.000
C -3.215 -6.068 2.715 -0.001
H 0.330 -6.995 0.991 0.000
C 0.808 -1.982 5.345 0.002
H -0.119 -4.851 2.101 0.000
H -2.041 3.113 -0.317 0.003
H 0.345 3.945 -3.955 0.001
H -7.242 1.650 -1.567 0.000
C -0.648 -2.932 3.683 0.022
C -2.998 0.190 3.440 0.022
H -0.265 -2.911 -1.729 -0.004
H 0.480 -7.114 -1.471 0.000
C 4.320 1.469 -0.840 -0.042
H 5.235 2.018 -1.019 0.002
C -3.439 -4.714 0.776 0.008
C 0.276 -6.167 -0.988 0.000
H -6.705 2.312 0.748 0.000
H -3.750 -0.563 3.233 -0.001
C -5.995 1.734 0.173 -0.001
C 0.189 -6.103 0.395 0.001
C -0.209 -2.861 4.995 0.001
H -0.827 1.428 -3.977 0.001
H 0.207 -5.070 -2.834 0.001
H -3.397 -5.834 -1.075 -0.004
H -0.926 4.493 -0.360 0.003
C -3.395 -4.809 2.157 0.010
C 1.953 1.355 -0.698 -0.073
N 2.025 0.035 -0.343 0.078
C -1.838 1.618 4.991 0.007
C 3.087 2.114 -0.947 0.183
C 0.116 -5.020 -1.756 0.003
C -2.203 0.683 2.403 -0.014
P -2.345 0.012 0.732 -0.036
C -5.379 0.634 -1.881 -0.007
H -0.307 2.876 4.170 0.000
H -0.662 -3.493 5.748 0.000
Te -3.773 -2.870 -0.156 0.260
H -4.553 1.676 1.756 0.000
C 4.373 0.130 -0.519 0.150
C -2.816 0.663 4.728 0.005
H -5.607 0.360 -2.903 0.000
C -6.295 1.362 -1.130 0.001
C -3.347 -5.861 0.007 -0.002
N 0.638 1.733 -0.726 0.562
N -3.095 -7.185 1.995 0.012
C 0.954 -1.248 3.064 0.058
H 1.774 3.134 -3.324 -0.002
C -0.263 -3.745 0.257 -0.016
H -2.123 4.285 -1.639 -0.003
H -0.888 0.381 -2.576 -0.008
Ru -0.080 -0.055 -0.006 1.975
C -1.120 1.393 -2.925 0.075
C -1.235 1.651 2.669 0.024
H -3.437 0.289 5.532 0.001
H 2.172 -0.476 4.654 0.001
C -2.423 -1.786 0.940 0.566
H -3.524 -3.937 2.785 -0.010
H 5.323 -0.382 -0.452 0.003
```

Output
⟨S²⟩	6.0459
charge	+2
LUMO energy (spin up / spin down)	-5.3 / -8.3	eV
gap between HOMO and LUMO (spin up / spin down)	7.3 / 5.1	eV
highest occupied orbital energy (spin up / spin down)	-12.5378 / -13.4192	eV
multiplicity	5


# 2
Formula: C8H12N2PZr
Source: the OMol25 dataset
Level of theory: the ωB97M-V functional and the def2-TZVPD basis

Geometry as XYZ:
```
24
Properties=species:S:1:pos:R:3:nbo_charge:R:1
H -0.585 -2.421 1.667 0.451
P -0.425 2.316 0.311 0.031
H -0.902 -3.149 -2.305 0.245
C 0.435 -0.011 -2.255 -0.382
H -0.247 -2.706 4.181 0.250
C 0.315 0.300 2.941 0.015
H -0.484 3.330 -0.679 0.070
C -0.114 -1.793 3.642 0.023
H 0.575 1.339 2.873 0.233
H 0.444 0.832 -2.955 0.236
H 0.096 -3.301 0.037 0.208
C 0.323 -0.537 4.063 -0.305
H -0.908 -1.101 -3.585 0.258
C 0.046 -2.357 -0.506 -0.555
N -0.366 -1.684 2.328 -0.310
H -1.260 2.975 1.247 0.039
N -0.138 -0.426 1.872 -0.404
H 0.590 -0.266 5.051 0.255
C 1.156 -0.001 -1.062 -0.426
C -0.415 -1.109 -2.614 -0.400
H 2.000 0.648 -0.897 0.220
H 0.789 2.751 0.903 0.064
Zr -0.767 -0.381 -0.286 1.485
C -0.431 -2.295 -1.808 -0.303
```

Output
charge	+1
LUMO energy	-4.0	eV
gap between HOMO and LUMO	7.1	eV
highest occupied orbital energy	-11.1152	eV
relative energy (zero: lowest compared OMol25 entry of this formula, charge and spin)	0.000	eV


> Look up the charge of the second one.

+1


Copy entry 2 word for word.
Formula: C8H12N2PZr
Source: the OMol25 dataset
Level of theory: the ωB97M-V functional and the def2-TZVPD basis

Geometry as XYZ:
```
24
Properties=species:S:1:pos:R:3:nbo_charge:R:1
H -0.585 -2.421 1.667 0.451
P -0.425 2.316 0.311 0.031
H -0.902 -3.149 -2.305 0.245
C 0.435 -0.011 -2.255 -0.382
H -0.247 -2.706 4.181 0.250
C 0.315 0.300 2.941 0.015
H -0.484 3.330 -0.679 0.070
C -0.114 -1.793 3.642 0.023
H 0.575 1.339 2.873 0.233
H 0.444 0.832 -2.955 0.236
H 0.096 -3.301 0.037 0.208
C 0.323 -0.537 4.063 -0.305
H -0.908 -1.101 -3.585 0.258
C 0.046 -2.357 -0.506 -0.555
N -0.366 -1.684 2.328 -0.310
H -1.260 2.975 1.247 0.039
N -0.138 -0.426 1.872 -0.404
H 0.590 -0.266 5.051 0.255
C 1.156 -0.001 -1.062 -0.426
C -0.415 -1.109 -2.614 -0.400
H 2.000 0.648 -0.897 0.220
H 0.789 2.751 0.903 0.064
Zr -0.767 -0.381 -0.286 1.485
C -0.431 -2.295 -1.808 -0.303
```

Output
charge	+1
LUMO energy	-4.0	eV
gap between HOMO and LUMO	7.1	eV
highest occupied orbital energy	-11.1152	eV
relative energy (zero: lowest compared OMol25 entry of this formula, charge and spin)	0.000	eV